1.
Computed, not measured: a 4-piece molecular cluster, C13H29BBrNO12 overall, with wB97M-V/def2-TZVPD.

Last column: natural (NBO) charge in e.
CARTESIAN COORDINATES (ANGSTROEM)
1 C -4.225 -0.707 -2.366  -1.007
2 B -3.701 0.542 -1.576  0.987
3 O -2.988 1.522 -2.221  -0.885
4 C -3.981 0.698 -0.014  -0.251
5 C -2.887 -0.067 0.751  -0.243
6 N -1.990 0.848 1.464  -0.632
7 Br -0.221 0.181 1.471  0.123
8 O -4.030 2.076 0.411  -0.560
9 C -5.280 2.684 0.230  0.232
10 O -5.970 2.821 1.445  -0.710
11 H -4.619 -1.477 -1.714  0.231
12 H -5.035 -0.354 -3.004  0.251
13 H -3.456 -1.097 -3.028  0.250
14 H -3.285 2.399 -1.922  0.499
15 H -4.934 0.231 0.242  0.187
16 H -2.324 -0.697 0.060  0.194
17 H -3.317 -0.750 1.477  0.197
18 H -1.908 1.728 0.967  0.380
19 H -5.109 3.677 -0.174  0.161
20 H -5.903 2.120 -0.475  0.129
21 H -5.874 1.972 1.903  0.469
22 C -7.903 -4.931 -2.487  -0.255
23 O -7.719 -5.018 -3.902  -0.492
24 C -6.544 -4.555 -4.330  0.978
25 O -5.674 -4.092 -3.640  -0.645
26 O -6.502 -4.694 -5.654  -0.492
27 C -5.288 -4.234 -6.253  -0.256
28 H -8.888 -5.338 -2.281  0.197
29 H -7.151 -5.520 -1.965  0.193
30 H -7.863 -3.895 -2.157  0.190
31 H -4.436 -4.795 -5.875  0.193
32 H -5.146 -3.171 -6.068  0.192
33 H -5.388 -4.405 -7.320  0.197
34 C 7.259 1.032 -0.067  -0.256
35 O 6.030 0.887 -0.782  -0.492
36 C 4.936 1.165 -0.073  0.981
37 O 4.903 1.512 1.080  -0.653
38 O 3.879 0.988 -0.862  -0.493
39 C 2.622 1.250 -0.230  -0.255
40 H 8.051 0.773 -0.762  0.200
41 H 7.392 2.060 0.264  0.190
42 H 7.292 0.355 0.785  0.193
43 H 2.566 2.286 0.099  0.194
44 H 2.473 0.582 0.614  0.189
45 H 1.852 1.066 -0.973  0.201
46 C 9.681 0.915 6.561  -0.255
47 O 8.426 1.488 6.192  -0.494
48 C 8.351 1.863 4.913  0.978
49 O 9.229 1.753 4.096  -0.649
50 O 7.143 2.375 4.700  -0.491
51 C 6.926 2.823 3.358  -0.255
52 H 9.604 0.659 7.614  0.195
53 H 9.878 0.014 5.983  0.192
54 H 10.488 1.632 6.421  0.192
55 H 7.017 1.998 2.658  0.198
56 H 7.626 3.618 3.104  0.184
57 H 5.912 3.206 3.315  0.204

Cartesian forces (eV/Å) of the 2 atoms listed first:
C 0.540 0.370 0.319
B -0.007 -0.039 -0.004

Calculated values
Total charge: 0
Gap between HOMO and LUMO (hartree): 0.3503
SMILES string: CB(O)[C@@H](CNBr)OCO.COC(=O)OC.COC(=O)OC.COC(=O)OC

---

2.
Computed, not measured: a 7-piece molecular cluster, C26H43F15O18P2 overall at a distorted geometry, with wB97M-V/def2-TZVPD.

Last column: Mulliken charge in e.
CARTESIAN COORDINATES (ANGSTROEM)
1 C 6.536 -18.665 -29.463  -0.373
2 O 7.538 -18.136 -28.600  -0.428
3 P 7.743 -18.742 -27.121  1.364
4 O 6.636 -18.373 -26.159  -0.825
5 O 7.988 -20.350 -27.409  -0.201
6 C 8.134 -21.225 -26.334  -0.672
7 O 9.256 -18.268 -26.739  -0.447
8 C 10.313 -18.691 -27.577  -0.688
9 H 6.007 -19.555 -29.123  0.308
10 H 7.135 -19.007 -30.307  0.029
11 H 5.840 -17.852 -29.672  0.301
12 H 9.116 -21.697 -26.381  0.267
13 H 7.377 -22.008 -26.363  0.103
14 H 7.956 -20.761 -25.364  0.362
15 H 9.988 -19.170 -28.500  0.297
16 H 10.808 -19.494 -27.032  0.268
17 H 10.977 -17.854 -27.796  0.269
18 C 1.482 -25.657 -23.619  -0.789
19 O 2.233 -24.818 -24.408  0.063
20 P 1.839 -23.334 -24.846  0.803
21 O 1.035 -23.174 -26.062  -0.673
22 O 3.261 -22.518 -24.878  -0.377
23 C 3.903 -22.256 -26.124  -0.363
24 O 1.145 -22.692 -23.517  -0.376
25 C 0.901 -21.309 -23.365  -0.638
26 H 0.447 -25.316 -23.603  0.375
27 H 1.960 -25.554 -22.645  0.316
28 H 1.688 -26.674 -23.951  0.160
29 H 4.138 -21.194 -26.061  0.396
30 H 3.357 -22.429 -27.052  0.153
31 H 4.845 -22.796 -26.222  0.036
32 H 1.476 -21.073 -22.470  0.263
33 H -0.146 -21.030 -23.245  0.278
34 H 1.302 -20.661 -24.145  0.254
35 C 2.412 -25.129 -29.402  -1.099
36 C 3.324 -24.250 -30.216  0.182
37 O 2.880 -22.894 -30.143  -0.312
38 C 3.700 -21.824 -29.948  0.291
39 O 4.917 -21.914 -29.986  -0.508
40 C 2.935 -20.534 -29.693  0.939
41 F 1.612 -20.717 -29.874  -0.287
42 F 3.164 -20.087 -28.439  -0.132
43 F 3.292 -19.611 -30.539  -0.195
44 H 1.371 -25.012 -29.700  0.323
45 H 2.537 -24.882 -28.347  0.093
46 H 2.742 -26.155 -29.563  0.368
47 H 3.399 -24.562 -31.257  0.166
48 H 4.322 -24.426 -29.815  0.256
49 C 6.348 -14.383 -27.509  -1.243
50 C 5.376 -15.244 -26.796  0.233
51 O 4.157 -15.200 -27.533  -0.315
52 C 3.458 -16.274 -27.955  0.435
53 O 3.808 -17.440 -27.757  -0.498
54 C 2.171 -15.886 -28.600  0.858
55 F 1.147 -16.555 -28.164  -0.230
56 F 1.913 -14.521 -28.598  -0.270
57 F 2.358 -16.237 -29.830  -0.243
58 H 7.246 -14.289 -26.899  0.395
59 H 5.976 -13.359 -27.545  0.357
60 H 6.568 -14.829 -28.479  0.289
61 H 5.268 -14.898 -25.768  0.284
62 H 5.675 -16.292 -26.784  -0.047
63 C 6.169 -23.697 -32.852  -0.896
64 C 5.660 -24.508 -34.011  -0.449
65 O 4.415 -25.082 -33.563  0.050
66 C 3.817 -25.883 -34.488  -0.607
67 O 4.169 -26.010 -35.687  -0.691
68 C 2.460 -26.433 -34.081  0.969
69 F 1.442 -25.782 -34.800  -0.329
70 F 2.397 -27.727 -34.348  -0.201
71 F 2.265 -26.288 -32.765  -0.218
72 H 7.090 -23.232 -33.205  0.460
73 H 6.415 -24.190 -31.911  0.316
74 H 5.616 -22.795 -32.594  0.016
75 H 6.352 -25.293 -34.317  0.325
76 H 5.515 -23.849 -34.866  0.225
77 C 3.085 -29.974 -26.381  -1.115
78 C 4.526 -29.856 -25.949  -0.192
79 O 4.681 -28.511 -25.415  -0.312
80 C 4.962 -27.463 -26.223  0.238
81 O 5.153 -27.619 -27.439  -0.573
82 C 4.962 -26.119 -25.517  1.138
83 F 6.152 -25.522 -25.584  -0.259
84 F 4.012 -25.323 -26.118  -0.205
85 F 4.673 -26.316 -24.226  -0.255
86 H 2.311 -29.804 -25.632  0.268
87 H 2.940 -31.000 -26.719  0.406
88 H 2.921 -29.455 -27.325  0.325
89 H 5.268 -30.013 -26.731  0.315
90 H 4.687 -30.599 -25.168  0.289
91 C 10.745 -20.233 -34.145  -1.113
92 C 9.830 -19.078 -33.814  -0.249
93 O 8.499 -19.610 -33.882  -0.198
94 C 7.400 -18.822 -33.360  0.209
95 O 7.479 -17.740 -32.867  -0.528
96 C 6.043 -19.568 -33.526  1.093
97 F 5.222 -18.825 -34.250  -0.253
98 F 6.196 -20.787 -34.124  -0.245
99 F 5.545 -19.839 -32.331  -0.230
100 H 10.401 -20.843 -34.980  0.299
101 H 10.926 -20.876 -33.284  0.292
102 H 11.648 -19.695 -34.432  0.367
103 H 9.976 -18.275 -34.536  0.295
104 H 9.996 -18.633 -32.832  0.316

Cartesian forces (eV/Å) of the 2 atoms listed first:
C 0.140 -0.365 -0.852
O 0.874 -0.659 2.308

Calculated values
Total charge: -1
2S+1: 2
⟨S²⟩: 0.753
Gap between HOMO and LUMO (spin up / spin down) (hartree): 0.0622 / 0.2388

---

3.
Computed, not measured: a 2-piece molecular cluster, CH10N3 overall at a distorted geometry, with wB97M-V/def2-TZVPD.

Last column: natural (NBO) charge in e.
CARTESIAN COORDINATES (ANGSTROEM)
1 N 2.028 1.173 0.178  -1.086
2 H 2.308 2.164 0.172  0.395
3 H 1.790 0.946 1.103  0.374
4 H 0.336 1.087 -0.278  0.470
5 H 2.883 0.643 -0.121  0.413
6 N -0.655 -1.591 0.675  -0.895
7 C -0.953 -0.780 -0.492  0.009
8 N -0.736 0.825 -0.416  -0.759
9 H -0.901 -2.572 0.765  0.436
10 H -0.473 -1.025 1.580  0.399
11 H -0.328 -0.982 -1.326  0.184
12 H -1.908 -0.682 -0.989  0.180
13 H -1.358 1.172 0.375  0.436
14 H -1.091 1.070 -1.385  0.445

Cartesian forces (eV/Å) of the 2 atoms listed first:
N 1.038 0.670 -1.957
H -0.149 -0.551 0.049

Calculated values
Total charge: +1
Gap between HOMO and LUMO (hartree): 0.3797

---

4.
Computed, not measured: C35H36F4InN4OPS2 as an isolated structure, with wB97M-V/def2-TZVPD.

Last column: Mulliken charge in e.
CARTESIAN COORDINATES (ANGSTROEM)
1 In 0.323 0.229 -0.316  2.954
2 C 2.901 -2.485 -2.918  -1.248
3 C 1.737 -1.611 -2.463  -0.305
4 N 1.212 -1.816 -1.077  0.635
5 C 0.298 -2.983 -0.941  -0.388
6 C 0.873 -4.377 -1.154  -1.476
7 C 2.298 -1.878 -0.066  -1.452
8 C 3.157 -0.614 -0.041  -0.554
9 N 2.327 0.585 -0.129  0.139
10 C 2.951 1.710 -0.671  0.096
11 C 2.485 2.325 -1.828  0.165
12 F 1.401 1.788 -2.458  -0.377
13 C 3.085 3.440 -2.376  0.169
14 F 2.556 3.966 -3.486  -0.311
15 C 4.211 3.989 -1.801  -0.589
16 C 4.701 3.389 -0.656  0.153
17 F 5.776 3.884 -0.053  -0.284
18 C 4.080 2.285 -0.095  -0.088
19 F 4.556 1.766 1.045  -0.345
20 H 3.165 -2.187 -3.933  0.483
21 H 2.678 -3.546 -2.936  0.211
22 H 3.788 -2.332 -2.304  0.250
23 H 0.884 -1.723 -3.136  0.501
24 H 2.059 -0.573 -2.527  0.079
25 H -0.531 -2.829 -1.633  0.127
26 H -0.112 -2.929 0.071  0.278
27 H 1.096 -4.581 -2.197  0.321
28 H 0.125 -5.104 -0.838  0.483
29 H 1.768 -4.559 -0.561  0.285
30 H 2.948 -2.736 -0.241  0.635
31 H 1.817 -2.039 0.905  0.581
32 H 3.871 -0.635 -0.871  0.452
33 H 3.748 -0.645 0.879  0.430
34 H 4.695 4.857 -2.225  0.534
35 S 1.474 0.787 6.814  -0.185
36 C 2.970 1.533 7.128  -0.364
37 C 3.624 1.874 5.983  -0.632
38 C 2.894 1.508 4.824  -0.353
39 C 1.703 0.897 5.117  0.264
40 C 0.705 0.380 4.177  0.703
41 C 0.889 0.556 2.792  -0.732
42 N 0.027 0.119 1.894  0.118
43 C -1.081 -0.549 2.286  -0.395
44 C -1.352 -0.785 3.629  0.592
45 C -2.543 -1.517 3.985  -1.223
46 C -3.386 -1.970 3.036  -1.166
47 C -3.126 -1.733 1.637  0.675
48 C -3.974 -2.176 0.615  -0.705
49 C -3.696 -1.904 -0.711  0.847
50 C -2.525 -1.176 -0.971  -1.139
51 N -1.693 -0.764 -0.030  0.174
52 C -1.980 -1.028 1.268  -0.492
53 C -4.560 -2.327 -1.819  0.306
54 C -4.255 -2.367 -3.153  -0.398
55 C -5.336 -2.818 -3.953  -0.662
56 C -6.436 -3.112 -3.205  -0.412
57 S -6.162 -2.873 -1.543  -0.171
58 C -0.433 -0.298 4.571  -0.553
59 H 3.290 1.688 8.146  0.470
60 H 4.587 2.360 5.966  0.420
61 H 3.259 1.685 3.822  0.524
62 H 1.770 1.049 2.397  0.383
63 H -2.746 -1.697 5.032  0.493
64 H -4.278 -2.517 3.310  0.504
65 H -4.860 -2.742 0.882  0.508
66 H -2.274 -0.902 -1.989  0.509
67 H -3.292 -2.100 -3.566  0.438
68 H -5.300 -2.918 -5.027  0.405
69 H -7.395 -3.466 -3.546  0.459
70 H -0.624 -0.477 5.623  0.486
71 C -2.191 4.154 -0.138  -1.262
72 P -1.627 3.020 -1.391  0.734
73 C -3.060 2.386 -2.243  -1.155
74 C -0.668 3.946 -2.566  -1.122
75 O -0.861 1.879 -0.720  -0.793
76 H -2.624 5.044 -0.596  0.449
77 H -1.345 4.449 0.482  0.353
78 H -2.943 3.672 0.487  0.352
79 H -3.610 3.204 -2.710  0.502
80 H -3.716 1.876 -1.537  0.295
81 H -2.751 1.689 -3.023  0.314
82 H -1.299 4.723 -2.998  0.554
83 H -0.304 3.297 -3.361  0.285
84 H 0.186 4.413 -2.075  0.255

Cartesian forces (eV/Å) of the 2 atoms listed first:
In -0.168 -0.288 0.138
C 0.022 0.031 0.011

Calculated values
Total charge: +2
Gap between HOMO and LUMO (hartree): 0.2528

---

no.,DFT total energy (Ha)
1,-4069.25016
2,-4551.67669
3,-208.08242
4,-3376.53709